# 1
Formula: C33H42Br2Cl2CoGeNO5SSi3
Source: the OMol25 dataset
Level of theory: ωB97M-V with the def2-TZVPD basis set

```
91
Properties=species:S:1:pos:R:3:forces:R:3
Co -0.082 -0.490 0.055 -0.759 -0.963 0.336
Br -1.769 -0.540 -4.728 0.012 -0.168 0.016
C -0.307 -1.418 -3.909 -0.241 0.325 0.197
C 0.355 -2.436 -4.601 0.249 -0.179 0.133
C 1.387 -3.120 -4.013 -0.076 -0.230 -0.320
Br 2.166 -4.593 -4.942 -0.032 0.194 0.068
C 1.827 -2.794 -2.713 -0.015 0.125 0.114
C 2.857 -3.445 -2.000 -0.030 0.086 0.129
C 3.161 -3.040 -0.726 0.142 0.017 -0.257
C 2.466 -1.966 -0.157 -0.035 0.248 0.161
N 1.485 -1.357 -0.787 -0.516 -0.413 0.284
C 1.146 -1.755 -2.040 0.023 -0.017 -0.334
C 0.013 -1.071 -2.598 0.051 -0.207 -0.248
O -0.636 -0.232 -1.869 0.108 0.334 0.790
H 0.023 -2.704 -5.594 0.009 0.022 -0.010
H 3.396 -4.256 -2.471 -0.015 -0.039 0.022
H 3.938 -3.530 -0.156 0.040 0.034 -0.006
H 2.711 -1.588 0.828 -0.123 -0.090 0.073
O -0.012 -2.039 1.515 0.790 0.988 -0.357
S -1.358 -2.549 1.962 -0.476 -0.924 -0.198
C -0.944 -4.107 2.767 0.072 0.292 0.220
C -1.942 -4.767 3.469 -0.072 0.043 -0.059
C -1.613 -5.879 4.227 -0.015 0.003 -0.033
C -0.296 -6.313 4.285 0.045 -0.037 0.020
C 0.696 -5.639 3.588 -0.060 -0.022 0.009
C 0.374 -4.526 2.826 0.033 0.092 -0.130
C -2.054 -3.218 0.440 -0.079 0.182 0.018
C -3.421 -3.181 0.226 -0.018 0.096 0.130
C -3.919 -3.551 -1.015 0.036 -0.072 -0.009
C -3.049 -3.951 -2.020 -0.060 0.030 -0.020
C -1.681 -3.995 -1.790 0.040 -0.009 0.037
C -1.178 -3.625 -0.553 0.070 -0.123 0.055
H -2.964 -4.408 3.428 -0.008 0.008 0.048
H -2.379 -6.391 4.794 -0.021 -0.022 -0.041
H -0.041 -7.175 4.889 0.008 0.003 0.010
H 1.726 -5.965 3.657 -0.002 -0.024 -0.036
H 1.128 -3.964 2.292 0.023 0.002 0.045
H -4.084 -2.838 1.012 -0.018 0.085 -0.038
H -4.983 -3.505 -1.205 -0.001 -0.006 0.014
H -3.441 -4.218 -2.993 0.009 0.000 -0.010
H -1.000 -4.303 -2.574 -0.008 -0.007 -0.014
H -0.113 -3.653 -0.352 -0.002 0.037 -0.027
Cl -4.544 1.526 1.273 -0.135 0.096 0.062
C -3.467 0.854 2.503 0.195 -0.082 -0.347
Cl -4.191 -0.617 3.184 0.109 -0.168 0.049
C -2.054 0.615 1.891 0.034 0.158 0.223
O -1.134 1.198 2.458 -0.109 -0.111 0.065
O -1.975 -0.132 0.864 0.735 0.100 -0.442
H -3.387 1.567 3.314 0.052 0.013 -0.050
O 1.805 0.479 1.674 0.014 -0.102 -0.036
C 0.980 0.764 0.893 -0.268 -0.008 0.052
C -0.250 2.482 -3.432 0.088 -0.040 0.370
Si -1.026 2.898 -1.756 -0.153 0.358 -0.123
C -1.132 4.800 -1.675 0.036 -0.342 0.122
C -2.751 2.170 -1.572 0.386 -0.014 0.063
Ge 0.520 2.611 0.120 0.170 0.060 -0.227
Si 0.290 3.897 2.179 0.024 0.580 0.023
C 0.967 5.602 1.677 -0.002 -0.292 0.006
C 1.366 3.233 3.580 -0.191 -0.163 -0.322
C -1.484 4.194 2.787 0.245 -0.208 -0.174
Si 2.750 2.799 -0.832 0.470 0.328 -0.191
C 4.101 2.451 0.454 -0.334 0.056 -0.043
C 2.996 4.556 -1.513 -0.132 -0.254 0.128
C 3.027 1.575 -2.253 -0.251 0.104 0.232
H -1.022 2.472 -4.203 -0.064 0.042 0.054
H 0.214 1.498 -3.422 -0.026 0.033 -0.057
H 0.501 3.221 -3.719 0.022 0.049 0.055
H -1.761 5.209 -2.468 -0.030 -0.047 -0.048
H -0.139 5.245 -1.771 0.014 0.032 -0.005
H -1.550 5.116 -0.716 -0.031 0.046 0.002
H -3.267 2.187 -2.534 0.057 0.051 -0.075
H -3.346 2.738 -0.857 0.076 0.017 -0.015
H -2.694 1.135 -1.238 -0.065 0.004 -0.004
H 2.025 5.546 1.418 0.027 0.010 0.004
H 0.860 6.314 2.499 -0.015 -0.006 0.049
H 0.432 6.004 0.815 -0.022 0.012 -0.019
H 2.405 3.102 3.276 0.011 0.011 -0.041
H 0.990 2.266 3.915 -0.009 -0.036 0.008
H 1.344 3.923 4.425 -0.060 0.077 -0.024
H -2.220 3.911 2.033 -0.058 -0.015 0.025
H -1.643 5.244 3.041 0.100 0.041 -0.059
H -1.661 3.599 3.682 -0.048 -0.085 -0.041
H 3.934 3.003 1.380 -0.001 0.010 0.017
H 5.083 2.734 0.071 -0.013 0.018 -0.106
H 4.126 1.390 0.703 -0.005 -0.012 0.032
H 2.853 5.312 -0.739 -0.004 0.004 0.015
H 2.285 4.767 -2.314 -0.019 -0.006 -0.022
H 4.001 4.680 -1.919 0.038 -0.061 -0.007
H 2.727 0.568 -1.956 0.031 -0.006 -0.040
H 4.079 1.543 -2.541 0.058 0.056 0.084
H 2.448 1.848 -3.135 -0.021 -0.006 -0.005
```
Forces are in eV/Å.

Values from the calculation:
* LUMO level (spin up / spin down): -0.58 / -0.55 eV
* relative energy (zero: lowest compared OMol25 entry of this formula, charge and spin): 0.867 eV
* HOMO (spin up / spin down): -0.283 / -0.283 Ha
* strongest force on any atom: 0.02556 Eh/bohr
* total charge: 0

=====

# 2
Formula: C33H42N3O2PPdSeSi
Source: the OMol25 dataset
Level of theory: ωB97M-V with the def2-TZVPD basis set

```
84
Properties=species:S:1:pos:R:3:forces:R:3
Pd -0.127 -0.534 -0.821 -0.471 -0.314 0.187
O -1.267 -0.759 6.744 0.108 -0.044 -0.003
C -0.167 -0.977 6.195 0.025 0.051 0.067
O 0.963 -1.152 6.699 -0.131 0.007 -0.010
C -0.208 -1.025 4.649 -0.010 -0.008 -0.020
C -1.395 -0.870 3.955 -0.078 0.004 0.016
C -1.389 -0.921 2.564 -0.050 -0.018 0.115
N -0.276 -1.109 1.860 0.024 -0.066 0.023
C 0.872 -1.255 2.518 0.127 0.031 -0.091
C 0.944 -1.225 3.908 0.067 -0.016 0.028
C 2.096 -1.418 1.668 0.062 -0.048 -0.033
C 3.380 -1.435 2.218 0.017 0.026 0.106
C 4.472 -1.564 1.382 0.030 -0.004 -0.038
C 4.269 -1.686 0.015 -0.055 0.009 0.040
C 2.964 -1.666 -0.449 0.008 0.065 -0.016
N 1.912 -1.527 0.352 -0.202 0.035 0.011
C -2.645 -0.765 1.773 -0.131 0.018 0.029
C -3.816 -0.236 2.325 0.089 0.011 0.103
C -4.929 -0.099 1.522 -0.087 0.038 -0.023
C -4.862 -0.491 0.191 0.064 -0.044 -0.034
C -3.659 -1.003 -0.273 0.030 0.096 0.051
N -2.585 -1.128 0.498 0.061 -0.187 -0.196
H -2.296 -0.729 4.536 0.016 -0.005 -0.022
H 1.863 -1.360 4.461 0.004 0.008 -0.019
H 3.526 -1.330 3.285 -0.024 -0.009 -0.047
H 5.474 -1.565 1.795 -0.012 -0.001 -0.001
H 5.095 -1.790 -0.676 -0.006 -0.002 -0.002
H 2.730 -1.761 -1.505 -0.021 -0.007 0.014
H -3.845 0.087 3.358 0.021 -0.021 -0.024
H -5.842 0.322 1.927 0.002 -0.008 0.002
H -5.715 -0.396 -0.469 0.005 0.000 -0.014
H -3.525 -1.314 -1.306 0.015 -0.005 0.006
C -1.663 2.536 0.895 0.006 0.041 0.053
C -1.253 2.933 -0.523 0.023 0.072 -0.096
C -2.522 2.908 -1.382 0.026 -0.019 0.053
C -0.704 4.362 -0.465 -0.046 -0.025 -0.013
P -0.040 1.576 -1.148 0.438 0.803 -0.079
C 1.493 2.244 -0.282 0.067 0.074 0.065
C 2.527 3.031 -0.799 0.007 -0.024 0.114
C 3.626 3.404 -0.028 -0.062 -0.019 0.001
C 3.721 3.021 1.302 -0.085 -0.035 -0.050
C 2.704 2.245 1.844 -0.010 0.000 -0.034
C 1.627 1.859 1.060 -0.009 -0.102 -0.040
C 0.307 1.981 -3.001 -0.204 -0.009 0.062
C 0.472 3.424 -3.491 -0.012 -0.034 -0.010
C 1.528 1.104 -3.305 -0.147 -0.138 0.115
C -0.840 1.360 -3.817 0.022 0.034 -0.026
H -2.493 3.174 1.225 0.029 -0.010 0.005
H -0.847 2.659 1.609 -0.001 -0.039 -0.020
H -1.992 1.501 0.920 -0.015 -0.087 0.028
H -3.298 3.518 -0.902 0.021 -0.033 -0.005
H -2.903 1.887 -1.483 0.012 0.031 -0.012
H -2.349 3.316 -2.378 -0.010 0.014 0.005
H -1.456 5.020 -0.008 0.024 -0.023 -0.032
H -0.469 4.761 -1.451 0.014 0.004 -0.003
H 0.198 4.414 0.146 -0.018 0.018 0.008
H 2.502 3.364 -1.823 0.027 -0.032 -0.035
H 4.412 4.001 -0.479 -0.005 -0.004 -0.001
H 4.577 3.309 1.901 -0.006 -0.002 -0.006
H 2.757 1.909 2.875 -0.005 0.013 -0.022
H 0.877 1.196 1.479 -0.010 0.019 -0.027
H 1.213 4.005 -2.946 -0.044 0.021 -0.027
H -0.475 3.966 -3.438 -0.002 -0.004 -0.006
H 0.769 3.410 -4.548 0.009 -0.020 0.047
H 2.478 1.547 -3.009 0.027 0.018 0.073
H 1.565 0.875 -4.375 0.038 -0.026 0.010
H 1.351 0.172 -2.730 0.406 0.118 -0.462
H -1.795 1.859 -3.658 -0.002 -0.003 -0.002
H -0.958 0.307 -3.566 -0.035 -0.078 0.015
H -0.598 1.441 -4.886 0.015 -0.019 0.067
C -1.049 -5.696 -2.797 -0.033 -0.049 -0.046
Si -0.443 -4.268 -1.700 0.018 0.007 -0.063
C -1.525 -4.309 -0.162 -0.050 0.039 0.081
C 1.282 -4.790 -1.129 0.076 -0.007 0.024
Se -0.460 -2.332 -2.782 -0.002 -0.113 0.112
H -1.023 -6.650 -2.253 -0.010 0.071 -0.060
H -0.424 -5.785 -3.691 -0.029 0.000 0.055
H -2.076 -5.511 -3.129 0.063 -0.017 0.028
H -1.503 -5.295 0.317 0.019 0.038 -0.016
H -2.562 -4.067 -0.415 0.037 -0.006 0.025
H -1.179 -3.554 0.551 -0.044 -0.039 -0.041
H 1.287 -5.813 -0.733 -0.016 0.052 -0.012
H 1.628 -4.113 -0.343 0.001 -0.058 -0.060
H 1.988 -4.734 -1.964 -0.011 -0.006 0.055
```
Forces are in eV/Å.

Values from the calculation:
* LUMO level: 4.36 eV
* relative energy (zero: lowest compared OMol25 entry of this formula, charge and spin): 0.000 eV
* HOMO: -0.039 Ha
* strongest force on any atom: 0.01786 Eh/bohr
* total charge: -2